(1)
C6H27N2O5 | ωB97M-V with the def2-TZVPD basis set

```
40
Properties=species:S:1:pos:R:3:forces:R:3:mulliken_charge:R:1
N -0.03391 -2.55922 0.71439 -1.17 -0.37 -1.01 -0.03
C -0.75293 -1.63662 -0.25524 0.48 1.49 -0.13 -0.25
C 0.37550 -0.91844 -0.98136 0.84 -0.26 -1.41 0.07
C 0.12640 -0.62799 -2.47391 -2.19 0.01 0.46 -0.71
C 0.94909 0.54453 -2.97665 -0.76 -0.38 -0.76 -1.49
C -1.68108 -0.65956 0.53412 0.07 -1.79 0.01 0.22
N -2.90051 -0.37180 -0.17106 -0.56 0.52 -0.72 -0.43
C -2.88287 0.86341 -0.96138 0.29 0.95 0.84 -0.71
H 0.59350 -1.98390 1.31160 0.27 -0.55 0.02 0.17
H 0.51820 -3.18470 0.12136 0.36 0.17 0.48 0.40
H -0.71397 -3.15107 1.19786 0.29 0.30 0.44 0.42
H -1.38908 -2.15540 -0.96130 0.04 -0.77 0.16 0.33
H 0.61918 0.01109 -0.47030 -0.38 -0.07 -0.01 -0.44
H 1.31337 -1.48030 -1.04224 -0.06 -0.31 0.69 0.82
H -0.94872 -0.43890 -2.53665 -0.05 0.72 -0.13 0.23
H 0.09377 -1.51209 -3.11625 1.08 -0.23 0.24 0.45
H 1.28424 0.38482 -3.99755 0.58 -0.11 0.16 0.39
H 0.32601 1.42440 -3.07361 -0.29 0.32 0.11 0.20
H 1.71777 0.76292 -2.26111 0.82 -0.03 -0.39 0.53
H -1.99357 -1.26562 1.38477 0.02 0.28 0.45 0.46
H -1.05783 0.15909 0.88698 -0.38 0.30 -0.12 -0.58
H -3.69337 -0.30125 0.46371 0.43 -0.22 -0.09 0.31
H -3.86142 1.26395 -1.19811 -0.43 -0.59 -0.10 0.39
H -2.31318 0.84211 -1.88195 0.11 -0.44 -0.12 0.18
H -2.46131 1.64974 -0.33375 0.37 0.31 -0.10 0.24
H -0.67811 3.31621 2.05347 -0.06 -0.15 -0.20 0.26
H -0.60569 1.78671 1.91161 0.03 0.35 0.03 0.36
O -0.67488 2.61021 1.39106 -0.11 0.19 0.46 -0.63
H 3.56284 1.09537 0.29639 -0.02 -0.40 -0.06 0.31
H 2.21921 0.86935 -0.35527 0.03 0.33 0.10 0.15
O 2.99313 0.37579 -0.02293 0.76 2.14 -1.39 -0.63
H 0.59131 0.09127 3.05023 0.87 -0.20 0.17 0.30
H -0.60312 0.29823 4.00476 0.06 0.01 0.27 0.26
O -0.32675 0.33208 3.08817 -0.64 0.10 -0.30 -0.58
H 0.79884 2.34403 -1.52057 -0.13 0.27 -0.02 0.25
H 0.42719 2.74334 -0.04059 0.05 -0.39 0.04 0.33
O 1.03584 2.22266 -0.60023 0.20 0.25 0.13 -0.62
H 3.24219 -1.58566 1.81612 -0.25 -0.09 0.04 0.27
H 2.60806 -0.63407 0.77386 0.38 0.44 -0.16 0.49
O 2.39893 -1.32875 1.42548 -0.98 -2.09 1.90 -0.69
```
Positions in Å, forces in eV/Å.

## Properties
**Net charge**: +1
**Gap between HOMO and LUMO**: 9.4 eV
**Energy above the lowest of the compared OMol25 structures with the same formula, charge and spin**: 2.0564 eV
**LUMO**: -0.09852 hartree
**Energy**: -19871.4941 eV



(2)
C6H27N2O5 | ωB97M-V with the def2-TZVPD basis set

```
40
Properties=species:S:1:pos:R:3:forces:R:3:mulliken_charge:R:1
N 0.84531 2.48024 0.24591 -0.43 0.04 0.22 -0.01
C 0.55919 1.46191 -0.79480 1.03 -0.93 0.98 -0.94
C 0.40260 0.08223 -0.13870 -0.28 -0.21 0.36 -1.24
N -0.27675 -1.02116 -0.80028 -0.05 0.60 -0.72 0.40
C -1.72163 -0.89388 -1.09474 0.92 0.04 -0.05 -0.52
C -2.19742 -0.25332 -2.39690 0.32 0.63 1.07 -1.26
C 0.50035 -1.69673 -1.85741 -0.19 -0.04 0.41 -0.79
C 1.20726 -0.82986 -2.89852 0.44 -0.58 0.39 -1.12
H 1.15091 3.34738 -0.16975 0.02 0.33 -0.18 0.42
H -0.00133 2.67249 0.83799 0.14 -0.05 -0.15 0.29
H 1.59286 2.14473 0.88129 0.18 -0.20 0.31 0.36
H -0.28887 1.73459 -1.30733 -2.04 0.74 -1.12 0.40
H 1.37567 1.46736 -1.46688 0.82 0.04 -0.75 0.42
H 1.39624 -0.25691 0.14074 0.16 -0.18 0.01 0.53
H -0.12562 0.26496 0.79593 -0.18 -0.04 0.29 0.57
H -2.05849 -1.91023 -1.12629 -0.41 -0.72 0.02 0.47
H -2.16765 -0.46039 -0.21811 -0.36 0.46 0.39 0.31
H -3.25061 -0.39893 -2.47125 -0.92 -0.15 -0.03 0.47
H -1.76461 -0.76052 -3.22060 0.54 -0.28 -0.94 0.32
H -2.04120 0.82364 -2.46192 0.25 -0.02 -0.06 0.24
H 1.23441 -2.29207 -1.33044 0.39 -0.29 0.00 0.31
H -0.16942 -2.41191 -2.34997 0.05 0.19 0.09 0.52
H 0.54367 -0.09041 -3.29630 -0.33 0.54 -0.35 0.31
H 2.10803 -0.35309 -2.48621 -0.29 -0.05 -0.09 0.26
H 1.54140 -1.47467 -3.71291 0.01 0.09 -0.03 0.41
H 3.21642 -2.00506 2.29059 0.15 -0.22 0.08 0.31
H 1.67783 -1.92827 1.93013 0.99 0.32 0.25 0.36
O 2.52651 -1.40107 2.02172 -1.20 -0.06 -0.27 -0.68
H -1.71538 3.52241 2.30095 0.00 0.03 0.00 0.31
H -1.93043 2.00111 1.97632 0.54 0.98 -0.24 0.37
O -1.49323 2.84720 1.65290 -0.52 -1.05 0.28 -0.70
H 3.18864 1.65287 2.56591 -0.01 -0.12 0.01 0.29
H 2.43345 0.33777 2.10160 0.22 0.84 0.12 0.38
O 2.40917 1.34393 2.09367 0.03 -0.87 0.02 -0.66
H -0.40450 -3.29977 2.31354 0.84 0.41 -0.68 0.30
H -0.32984 -2.41643 1.05437 -0.45 0.57 -0.97 0.28
O 0.21878 -2.89507 1.66515 -0.34 -0.83 1.41 -0.67
H -3.49810 0.30791 2.61318 1.50 0.08 0.28 0.31
H -2.18178 0.12109 3.48078 -0.18 -0.08 0.21 0.29
O -2.51186 0.43595 2.63666 -1.34 0.02 -0.55 -0.63
```
Positions in Å, forces in eV/Å.

## Properties
**Net charge**: +1
**Gap between HOMO and LUMO**: 9.0 eV
**Energy above the lowest of the compared OMol25 structures with the same formula, charge and spin**: 0.6959 eV
**LUMO**: -0.09254 hartree
**Energy**: -19872.8546 eV



(3)
C6H27N2O7 | ωB97M-V with the def2-TZVPD basis set

```
42
Properties=species:S:1:pos:R:3:forces:R:3:mulliken_charge:R:1
C 0.62741 3.28346 -0.78593 8.68 -0.60 1.20 -1.72
C 0.74831 1.81875 -1.16026 0.46 -2.18 -2.51 0.85
C 1.42953 0.90258 -0.11551 0.24 1.44 0.78 -0.85
C 2.29184 -0.25598 -0.54577 0.30 -2.48 0.80 0.14
C 1.69385 -1.65187 -0.51581 3.07 -1.04 3.58 -0.52
N 2.36438 -2.20113 0.52254 -0.79 3.24 -3.15 -0.58
C 3.02187 -0.79642 0.72824 1.67 -0.89 -0.86 -0.39
N -0.61547 1.19547 -1.24423 -3.24 2.22 -0.76 -0.34
H -0.25826 3.61113 -0.82083 -7.09 2.33 -0.24 0.52
H 1.24123 4.08870 -1.38058 -0.82 -2.03 0.84 0.26
H 1.01914 3.37752 0.29828 -0.75 0.04 -1.63 0.39
H 1.12215 1.49684 -2.23944 -0.17 1.46 2.17 0.49
H 0.57546 0.58353 0.64560 2.06 0.36 -1.18 -0.02
H 2.21339 1.49091 0.41907 -1.09 0.22 -0.03 0.40
H 3.09675 -0.25590 -1.33366 -1.25 1.11 0.31 0.54
H 0.97570 -2.15615 -1.07381 -1.11 -0.68 -1.04 0.66
H 4.18886 -0.58890 0.67322 -2.28 -1.12 0.38 0.32
H 2.63208 -0.44275 1.66180 0.04 0.57 0.44 0.05
H -1.28325 1.64477 -2.03204 2.20 -1.06 2.00 0.37
H -0.56951 0.18169 -1.47038 -0.30 -0.26 -0.17 0.19
H -1.11925 1.35784 -0.32734 0.54 -0.51 -1.20 0.37
H -1.51362 -1.81804 -1.46570 1.78 1.48 -2.45 0.41
H -1.53128 -1.39143 -3.00638 -0.05 0.04 0.30 0.32
O -0.97103 -1.31917 -2.22213 -0.79 -1.30 2.27 -0.80
H -4.36715 -1.72721 -2.00795 1.18 -0.56 -0.12 0.30
H -3.28725 -2.90658 -2.16136 -0.64 1.57 0.09 0.34
O -3.40015 -1.91401 -2.10384 -1.32 -1.37 0.04 -0.67
H -1.33842 2.90516 -4.38065 1.53 0.59 0.29 0.32
H 0.06421 3.75671 -4.07648 -1.74 -2.01 -0.01 0.32
O -0.44652 2.88319 -3.94578 0.06 1.35 -0.20 -0.63
H -0.66078 0.42099 3.28455 3.19 0.24 -0.22 0.33
H -1.83531 1.57002 3.44045 1.50 -2.43 0.05 0.28
O -1.53525 0.59828 3.47234 -4.84 2.22 0.38 -0.63
H -1.96066 -1.71204 4.01856 -0.39 1.33 1.33 0.29
H -2.40728 -3.20594 3.71435 0.99 1.88 -0.29 0.30
O -1.89863 -2.39966 3.39523 -0.60 -3.21 -1.23 -0.58
H 1.46325 -0.21034 3.20200 0.12 -1.02 1.68 0.35
H 1.23441 -0.74805 4.81438 0.38 -0.12 -1.35 0.30
O 1.15482 -0.06793 4.12329 -0.36 1.05 -0.48 -0.70
H -0.08237 -3.58955 0.77843 -0.88 1.15 -0.82 0.30
H -1.36812 -2.85377 0.89567 -4.63 0.77 4.24 0.23
O -0.70911 -2.95469 0.32787 5.14 -1.79 -3.24 -0.55
```
Positions in Å, forces in eV/Å.

## Properties
**Net charge**: +1
**Gap between HOMO and LUMO**: 9.8 eV
**Energy above the lowest of the compared OMol25 structures with the same formula, charge and spin**: 2.5137 eV
**LUMO**: -0.10354 hartree
**Energy**: -23962.5412 eV



(4)
C6H27NO6S | ωB97M-V with the def2-TZVPD basis set

```
41
Properties=species:S:1:pos:R:3:forces:R:3:mulliken_charge:R:1
C 3.34080 -0.23577 -1.77548 -1.94 -0.89 0.69 -0.91
N 2.53716 -0.99409 -0.76162 0.49 -0.19 -0.08 0.11
C 3.31970 -1.34432 0.40946 1.21 0.70 -1.47 -1.11
C 1.15695 -0.52150 -0.50944 0.88 1.74 0.08 -0.79
C 0.15716 -1.65185 -0.28593 -0.75 0.24 0.82 0.20
C -0.73846 -1.75181 -1.49616 0.59 -1.95 -1.43 -1.10
C -1.82357 -0.71667 -1.46527 -0.14 -0.64 -4.11 -0.37
S -3.38726 -0.84370 -0.66090 -1.12 0.00 1.49 -0.31
H 2.61115 -0.12907 -2.57062 0.45 0.17 -0.63 0.28
H 4.27621 -0.70956 -2.13277 -0.68 -0.10 0.54 0.29
H 3.50677 0.74711 -1.39922 0.71 0.90 0.14 0.36
H 2.71912 -1.91203 1.07174 -0.32 -0.76 0.62 0.48
H 4.20894 -1.91385 0.02809 -0.74 0.24 0.67 0.28
H 3.73887 -0.45199 0.94830 -0.30 -0.27 -0.15 0.26
H 0.88745 0.06824 -1.38829 -0.12 -0.44 -0.45 0.57
H 1.02154 0.35729 0.22061 0.68 -1.29 0.09 0.04
H -0.52413 -1.47938 0.60208 1.04 -0.05 -1.13 -0.23
H 0.67663 -2.56896 -0.08113 0.43 -0.45 -0.05 0.49
H -1.15190 -2.75287 -1.67967 -0.42 -0.05 0.86 0.47
H -0.18238 -1.75724 -2.52094 -0.42 0.96 1.77 0.34
H -1.39231 0.22900 -1.19408 -0.15 0.66 0.04 0.29
H -2.14921 -0.73491 -2.56687 0.57 0.91 1.36 0.30
H -3.65533 -2.15284 -0.52887 0.45 -0.06 -0.30 0.09
O 1.64394 -1.39994 3.08567 1.22 1.61 -0.72 -0.63
H 2.58183 -1.12685 2.96957 -0.26 -1.08 0.71 0.33
H 1.35045 -0.61525 2.58326 -1.19 -0.49 0.21 0.28
O -1.87234 2.58559 2.71223 -0.92 1.35 -0.33 -0.66
H -1.10366 2.15855 2.35192 0.57 -0.46 0.71 0.29
H -2.10736 2.38125 3.62531 0.69 -0.46 -0.38 0.31
O -1.04895 -0.14635 2.05273 -0.76 1.06 0.20 -0.40
H -1.32135 -0.89792 2.57394 0.10 -0.52 0.33 0.25
H -1.85680 0.41468 2.08719 0.38 -0.36 -0.12 0.21
O 2.19902 2.51772 -2.19295 0.60 -2.53 -0.35 -0.56
H 2.12966 2.78031 -1.28772 -0.38 1.37 0.00 0.29
H 2.06474 3.04745 -2.95993 -0.38 1.41 0.31 0.26
O -2.96148 2.58997 -0.90316 -1.31 -0.39 -0.70 -0.62
H -3.33110 3.47028 -0.74083 0.22 -0.17 0.03 0.29
H -3.68490 2.14355 -1.42068 1.09 0.51 0.76 0.32
O -4.03980 1.13672 2.06795 -0.46 -0.36 1.04 -0.63
H -3.60424 1.84022 1.58178 0.14 -0.28 -0.49 0.36
H -4.19158 0.34080 1.55069 0.22 0.42 -0.58 0.25
```
Positions in Å, forces in eV/Å.

## Properties
**Gap between HOMO and LUMO**: 8.3 eV
**Energy above the lowest of the compared OMol25 structures with the same formula, charge and spin**: 3.5035 eV
**LUMO**: 0.01308 hartree
**SMILES**: CN(C)CCCCS.O.O.O.O.O.O
**Energy**: -31268.0656 eV



(5)
C6H27NO6S | ωB97M-V with the def2-TZVPD basis set

```
41
Properties=species:S:1:pos:R:3:forces:R:3:mulliken_charge:R:1
C 0.56682 -0.70836 2.64833 0.96 0.59 -0.85 -0.59
C -0.87624 -0.57354 3.10134 -0.25 -0.20 -0.12 -0.51
N -1.71553 -0.39442 1.83799 1.56 -0.95 2.33 0.06
C -1.31218 0.68816 0.95808 3.86 0.33 1.71 1.30
C -1.95529 2.01398 1.20309 -1.06 1.98 -0.04 -1.62
C -1.39809 0.17398 -0.38389 -1.89 -1.93 -5.91 -0.39
C -0.53058 -1.11230 -0.76573 1.53 1.66 4.03 0.17
S -0.92486 -2.01220 -2.18746 -0.74 -1.12 -0.66 -0.14
H 1.24444 -0.58880 3.49830 0.09 -0.33 -0.21 0.38
H 0.78013 0.11047 1.92501 0.50 -0.55 1.19 0.16
H 0.83628 -1.57335 1.98735 -0.54 0.15 1.12 0.22
H -0.97886 0.29798 3.81411 0.15 -0.67 -0.66 0.32
H -1.08005 -1.50493 3.75147 -0.54 1.30 -1.38 0.29
H -2.68827 -0.52961 2.02957 -0.51 0.38 -0.18 0.22
H -0.10902 0.81042 1.09840 -3.16 0.21 -0.36 -0.98
H -3.04719 1.87826 0.98983 0.69 0.41 -0.21 0.45
H -1.98290 2.26737 2.31697 0.56 -0.03 -1.47 0.34
H -1.51527 2.89310 0.51431 -0.99 -1.99 1.77 0.25
H -2.48777 -0.19275 -0.57678 1.44 0.78 0.23 0.35
H -1.16536 0.88462 -1.29897 -0.60 -0.81 2.31 -0.12
H 0.52564 -0.77877 -0.73951 -0.25 0.08 -0.68 -0.16
H -0.42924 -1.77223 0.15774 -0.93 0.36 -1.30 -0.17
H -0.22796 -1.29711 -3.04652 0.26 0.38 -0.44 0.09
O 2.83201 -0.70713 -3.11569 -3.85 1.48 0.65 -0.66
H 2.13930 0.03308 -3.41498 2.25 -2.35 0.75 0.34
H 2.25537 -1.16766 -2.41091 1.54 0.91 -1.49 0.33
O 1.52489 3.07211 2.39943 0.45 -0.24 -3.60 -0.59
H 1.48290 3.16470 3.29056 0.37 0.92 4.39 0.24
H 0.80300 2.47220 2.28684 -0.83 -0.69 -0.83 0.35
O -2.03901 -3.49379 1.90506 0.55 0.75 -1.08 -0.69
H -1.35716 -2.79613 2.06304 -0.92 -0.71 -0.31 0.35
H -2.23148 -3.40068 0.93677 0.26 -0.11 1.33 0.33
O -0.04590 1.03244 -3.48182 0.46 0.94 1.23 -0.63
H -1.01580 1.02000 -3.45884 0.40 0.04 0.04 0.35
H 0.24280 1.54707 -2.66847 -0.59 -0.89 -1.23 0.34
O 1.47762 2.65875 -1.08841 -3.20 -1.79 2.19 -0.53
H 2.16643 2.47551 -0.48118 1.31 -0.15 0.45 0.27
H 1.70471 3.08157 -1.85053 1.71 1.88 -2.79 0.26
O 3.50540 0.37106 -0.24375 -1.53 0.29 -2.47 -0.51
H 3.86791 0.29198 0.59003 1.28 -0.22 2.76 0.25
H 4.06711 0.97077 -0.73593 0.21 -0.09 -0.19 0.30
```
Positions in Å, forces in eV/Å.

## Properties
**Gap between HOMO and LUMO**: 9.2 eV
**Energy above the lowest of the compared OMol25 structures with the same formula, charge and spin**: 3.8286 eV
**LUMO**: 0.00764 hartree
**SMILES**: CCN[C@H](C)CCS.O.O.O.O.O.O
**Energy**: -31267.7405 eV



(6)
C6H27NO8 | ωB97M-V with the def2-TZVPD basis set

```
42
Properties=species:S:1:pos:R:3:forces:R:3:mulliken_charge:R:1
C 2.48288 -2.14783 1.69389 -1.18 0.43 0.95 -1.92
C 1.34585 -1.28018 1.21130 0.39 1.04 -1.06 1.66
C 1.51992 0.04437 1.02255 -1.72 -0.94 3.99 -1.20
N 2.65826 0.75909 1.46531 -0.19 0.13 0.46 -0.56
C 0.07691 -1.94290 0.70998 0.26 0.44 0.02 -0.73
C -1.18178 -1.08525 0.59757 -0.13 0.27 -0.02 0.85
C -2.04678 -1.52182 -0.57890 0.64 -0.19 0.56 -0.77
O -3.25994 -0.78977 -0.60217 -0.17 0.32 -0.18 -0.52
H 2.28047 -3.19501 1.48073 0.59 -0.04 -0.41 0.40
H 3.44114 -1.73324 1.40343 0.21 -0.68 -0.34 0.47
H 2.45048 -2.07589 2.78995 0.14 -0.15 0.06 0.36
H 0.64064 0.67378 0.99082 0.31 -0.31 -0.48 0.29
H 3.34664 0.27346 2.00861 0.13 0.01 0.14 0.34
H 2.99651 1.49094 0.86190 -0.20 0.18 0.24 0.31
H 0.27931 -2.30096 -0.30506 0.25 -0.36 0.03 0.36
H -0.10952 -2.80429 1.34376 -0.25 -0.31 -0.04 0.44
H -1.73333 -1.09817 1.52766 -0.35 -0.16 0.24 0.42
H -0.98665 -0.02892 0.42185 0.30 -0.06 0.05 -0.76
H -2.18318 -2.60375 -0.54869 -0.35 -0.02 -0.12 0.42
H -1.48544 -1.27840 -1.48233 -0.08 -0.21 -0.25 0.22
H -4.04301 -1.32744 -0.50141 -0.01 -0.36 0.08 0.27
O 1.58179 1.38891 -0.77731 -0.14 1.08 -2.18 -0.62
H 0.90921 1.61933 -1.44145 0.16 0.22 0.24 0.36
H 1.80400 0.47189 -1.00320 0.26 0.17 -0.22 0.38
O 3.51301 -0.53808 -0.64219 1.05 -0.16 -1.03 -0.70
H 4.19254 0.11938 -0.83957 0.04 -0.27 -0.40 0.30
H 3.19269 -0.19225 0.20518 0.23 -0.30 -0.23 0.19
O -3.60792 1.76577 -1.52957 0.16 -0.20 0.04 -0.78
H -3.50416 0.80162 -1.38784 -0.25 0.18 0.09 0.46
H -3.69975 2.10327 -0.63021 -0.02 0.14 -0.04 0.33
O -0.94055 1.57093 -2.03072 0.42 0.30 0.02 -0.81
H -0.82129 0.62348 -2.16100 -0.40 -0.04 -0.11 0.29
H -1.88835 1.81212 -1.93417 -0.10 -0.37 -0.25 0.37
O 0.65823 -0.34784 -3.48226 -0.32 -0.17 0.33 -0.60
H 0.56267 0.48995 -3.94276 0.23 0.02 -0.17 0.30
H 1.46994 -0.77320 -3.77232 0.02 0.19 -0.06 0.29
O -1.10539 2.48863 0.63145 -0.23 -0.18 0.10 -0.60
H -0.97546 1.96868 -0.18198 0.17 0.32 0.02 0.19
H -0.28435 2.97320 0.75637 0.04 -0.03 -0.03 0.33
O -2.90844 1.80810 2.95862 0.19 -0.10 -0.07 -0.66
H -2.20782 2.03994 3.57651 -0.11 0.00 0.11 0.32
H -2.42994 1.77834 2.11765 0.00 0.15 -0.07 0.31
```
Positions in Å, forces in eV/Å.

## Properties
**Gap between HOMO and LUMO**: 8.3 eV
**Energy above the lowest of the compared OMol25 structures with the same formula, charge and spin**: 2.8916 eV
**LUMO**: 0.01487 hartree
**SMILES**: C/C(=C\N)CCCO.O.O.O.O.O.O.O
**Energy**: -24528.9146 eV



Which highest occupied orbital energy belongs to each record? In order, -12.1063, -11.5311, -12.5941, -7.9741, -8.9793, -7.9421 eV.